Density functional theory data (wB97M-V/def2-TZVPD) for a molecular structure, C34H27Br5CdN7O3 in a non-equilibrium geometry.

Each line ends with the Mulliken charge.
Atoms and positions in Å:
Cd1 -1.0934 0.0194 -1.4247  4.2629
Br1 -3.8508 2.3647 -7.9643  -0.2358
C1 -3.4144 2.0518 -6.1254  -0.1718
C2 -4.2710 2.6678 -5.1260  0.0324
Br2 -5.5217 3.9455 -5.7993  -0.2445
C3 -4.1369 2.3462 -3.8061  -0.0561
Br3 -5.2918 3.1918 -2.6213  -0.1833
C4 -3.1080 1.4715 -3.3248  0.1518
O1 -3.0605 1.1386 -2.0697  -0.9732
C5 -2.1120 0.9783 -4.2791  0.4101
O2 -1.0354 0.4116 -3.9629  -1.0286
C6 -2.3939 1.2143 -5.7100  -0.0930
Br4 -1.4148 0.2468 -6.9487  -0.1750
N1 -2.8254 -1.0951 -0.1303  -0.6111
C7 -3.0700 -2.5165 -0.4522  -0.4852
C8 -3.1087 -2.7015 -1.9590  -0.6849
C9 -1.7625 -3.0651 -2.7309  -0.7386
N2 -0.7911 -1.9700 -2.8213  -0.7238
H1 -2.6281 -0.9845 0.8596  0.1018
H2 -3.6358 -0.5068 -0.3700  0.1825
H3 -4.0443 -2.8383 0.0001  0.3900
H4 -2.2740 -3.1497 -0.0756  0.1468
H5 -3.5399 -1.8209 -2.4232  0.1899
H6 -3.7957 -3.5478 -2.1754  0.4309
H7 -2.1176 -3.3961 -3.7217  0.3975
H8 -1.3447 -3.9452 -2.2611  0.3678
H9 -0.8793 -1.3924 -3.6854  0.2563
H10 0.1656 -2.2751 -2.6860  0.1721
Br5 3.1490 -0.7299 6.6301  -0.2004
C10 4.3706 -0.8820 5.2401  -0.0162
C11 4.8607 0.2540 4.5641  -0.4528
C12 5.3721 0.0517 3.2713  -0.1670
C13 5.4840 -1.2611 2.7723  0.1313
C14 5.4117 -2.3469 3.6627  -0.5310
C15 4.8625 -2.1775 4.8882  -0.3587
N3 5.3300 -1.5742 1.4312  -0.3656
N4 5.3517 -0.5843 0.6237  -0.5246
C16 4.3655 -0.4297 -0.2726  -0.0677
C17 4.2887 0.8305 -0.9289  -0.3844
C18 3.0819 1.2976 -1.3274  -0.8327
C19 1.8999 0.5162 -1.2784  0.6537
O3 0.8176 1.0344 -1.7238  -0.8291
C20 1.9763 -0.7783 -0.6414  -0.1520
N5 0.8244 -1.3485 -0.2489  -0.0152
C21 0.8894 -2.6537 0.0783  -0.4808
C22 2.1135 -3.3638 0.0951  -0.8827
C23 3.2908 -2.6789 -0.0252  -0.2977
C24 3.2209 -1.3185 -0.3191  0.2537
H11 4.6607 1.2508 4.9713  0.4319
H12 5.6975 0.8552 2.6011  0.4013
H13 5.6545 -3.3547 3.3064  0.3235
H14 4.7553 -3.0091 5.5764  0.4056
H15 5.2317 1.3759 -1.0517  0.3828
H16 3.0248 2.2688 -1.8169  0.4227
H17 -0.0393 -3.1262 0.3777  0.3959
H18 2.1400 -4.4407 0.2453  0.4088
H19 4.2367 -3.1982 0.0776  0.5211
C25 -2.4858 4.4578 -0.2106  -1.0086
C26 -2.8723 4.5031 1.1255  -0.3212
C27 -2.4802 3.4872 1.9718  -0.8342
C28 -1.7455 2.4089 1.4449  0.1544
N6 -1.4366 2.3245 0.1312  0.0383
C29 -1.8483 3.3286 -0.6736  -0.1605
C30 -1.2106 1.3995 2.3593  0.7793
C31 -1.9938 0.9068 3.4287  -0.6172
C32 -1.3910 0.1838 4.4444  -0.5882
C33 -0.0014 0.0566 4.4035  -0.3661
C34 0.6938 0.5054 3.3095  -0.2692
N7 0.1342 1.1872 2.3005  -0.3051
H20 -2.7720 5.2294 -0.9316  0.4156
H21 -3.5002 5.3218 1.5290  0.3498
H22 -2.6573 3.5061 3.0443  0.4386
H23 -1.6376 3.1870 -1.7377  0.4322
H24 -3.0786 1.0475 3.4313  0.4327
H25 -2.0173 -0.1981 5.2445  0.4139
H26 0.5620 -0.5128 5.1650  0.1793
H27 1.7718 0.3474 3.2363  0.5750

* M: 1093.6 g mol⁻¹
* ΔE to the lowest compared entry with this formula, charge and spin: 51.8 kJ/mol
* frontier orbital gap: 4.62 eV
* multiplicity: 1
* net charge: -1


Density functional theory data (wB97M-V/def2-TZVPD) for C26H28Cl2N4O4 in the gas phase.

Each line ends with the Mulliken charge.
Atoms and positions in Å:
C1 -10.2019 2.1450 0.8860  -1.3604
C2 -9.6276 0.7835 1.2192  1.1043
O1 -10.2640 -0.0459 1.8405  -0.6543
N1 -8.3573 0.5394 0.8115  0.0647
C3 -7.5309 1.3779 -0.0240  -0.5717
H1 -8.0124 2.3328 -0.2211  0.4561
C4 -7.2537 0.6402 -1.3478  -1.1733
N2 -6.6433 -0.6504 -1.1308  0.0321
C5 -5.2590 -0.7710 -1.0357  1.0177
C6 -4.6745 -2.0449 -1.0311  -0.1851
C7 -3.3097 -2.2077 -0.9945  -0.8562
C8 -2.4586 -1.1037 -0.9765  0.4913
C9 -3.0177 0.1634 -1.0024  -0.9733
C10 -4.3944 0.3229 -1.0265  -0.6320
H2 -4.7759 1.3317 -1.0357  0.2403
H3 -2.3989 1.0471 -0.9978  0.4222
O2 -1.1136 -1.3807 -0.9389  -0.3407
C11 -0.2154 -0.3017 -0.9146  -1.0533
C12 1.1980 -0.8921 -0.8714  0.2085
C13 1.4979 -1.5529 0.4807  -0.7454
H4 2.1995 -2.3889 0.3654  0.2376
O3 2.0890 -0.5026 1.2122  -0.5118
C14 2.8428 0.2369 0.2896  1.5773
C15 4.2719 -0.2810 0.1399  -0.7792
C16 4.8267 -0.4146 -1.1266  0.1317
C17 6.1335 -0.8265 -1.3007  -1.0488
C18 6.9039 -1.1153 -0.1853  0.3571
C19 6.3786 -0.9900 1.0901  -0.7398
C20 5.0684 -0.5650 1.2460  0.7520
Cl1 4.4655 -0.3900 2.8519  -0.1854
H5 6.9807 -1.2081 1.9572  0.4683
Cl2 8.5358 -1.6283 -0.3764  -0.2132
H6 6.5515 -0.9156 -2.2901  0.4325
H7 4.2144 -0.1785 -1.9825  0.5083
O4 2.1572 0.1461 -0.9511  -0.3550
C21 2.8819 1.7190 0.7487  -1.6342
N3 3.9042 2.4453 0.0618  0.3049
C22 3.8874 2.8394 -1.2359  -0.0913
N4 5.0204 3.3644 -1.6042  -0.6669
C23 5.8259 3.3057 -0.5111  -0.6405
C24 5.1577 2.7318 0.5298  -0.1680
H8 5.4495 2.5192 1.5374  0.4554
H9 6.8279 3.6826 -0.5442  0.4319
H10 3.0259 2.7215 -1.8615  0.4457
H11 3.0688 1.7359 1.8237  0.3810
H12 1.9025 2.1591 0.5424  0.4053
H13 0.6029 -1.8808 1.0052  0.4881
H14 1.3311 -1.5794 -1.7124  0.4229
H15 -0.3720 0.3258 -0.0252  0.4033
H16 -0.3132 0.3218 -1.8138  0.5689
H17 -2.8724 -3.1935 -0.9912  0.4167
H18 -5.2977 -2.9239 -1.0786  0.4189
C25 -7.4910 -1.4685 -0.2855  -0.8074
H19 -7.0256 -2.4321 -0.0927  0.3454
C26 -7.7660 -0.7620 1.0498  -0.8814
H20 -8.4645 -1.3383 1.6577  0.4819
H21 -6.8230 -0.6328 1.5947  0.2604
H22 -8.4390 -1.6347 -0.8078  0.3714
H23 -6.6303 1.2423 -2.0080  0.5268
H24 -8.2114 0.4642 -1.8518  0.3933
H25 -6.5834 1.5608 0.4981  0.2281
H26 -9.5822 2.9392 1.2960  0.3502
H27 -10.2924 2.2754 -0.1903  0.3269
H28 -11.1918 2.2044 1.3298  0.3394

* structure (SMILES): CC(=O)N1CCN(c2ccc(OC[C@@H]3CO[C@@](Cn4ccnc4)(c4ccc(Cl)cc4Cl)O3)cc2)CC1
* M: 531.4 g mol⁻¹
* ΔE to the lowest compared entry with this formula, charge and spin: 14.3 kJ/mol
* frontier orbital gap: 8.14 eV
* multiplicity: 1